Entry 1:
158
Properties=species:S:1:pos:R:3 method="wB97M-V/def2-TZVPD" smiles=C1CCOC1.C1CCOC1.C1CCOC1.C1CCOC1.C1CCOC1.C1CCOC1.COCCOC.COCCOC.COCCOC.COCCOC.COCCOC total_charge=0 lumo_ev=0.7 multiplicity=1 orbital_gap_ev=9.9
C 19.67655 2.16319 15.04631
C 18.90274 0.81526 14.86157
C 19.35600 0.28148 13.48275
O 19.46797 1.42582 12.66230
C 20.02526 2.44859 13.53366
H 20.49640 1.90133 15.64562
H 19.11838 3.02773 15.44465
H 17.82696 0.94895 14.85169
H 19.12839 0.09569 15.63696
H 18.66269 -0.40411 12.99143
H 20.29150 -0.22282 13.68073
H 19.45738 3.39988 13.26051
H 21.11667 2.56590 13.54175
C 12.76288 6.25757 17.35575
C 13.23354 6.04887 15.93710
C 14.30649 7.14444 15.84960
O 13.77859 8.26419 16.68916
C 12.78432 7.74297 17.58069
H 13.50276 5.83903 18.05158
H 11.78766 5.80898 17.56818
H 12.49096 6.34595 15.24937
H 13.57476 5.04214 15.74174
H 14.37814 7.63172 14.87849
H 15.33739 6.83200 16.16080
H 11.85054 8.25806 17.59204
H 13.16893 7.86761 18.56720
C 14.15137 9.66376 12.45085
C 13.94504 11.03230 11.79380
C 13.07000 10.72756 10.61325
O 13.40762 9.36464 10.24909
C 13.50280 8.73507 11.53318
H 13.73774 9.66664 13.42861
H 15.23120 9.46529 12.63345
H 14.91172 11.53644 11.55135
H 13.46679 11.81844 12.34691
H 13.24620 11.37862 9.72359
H 12.00948 10.81889 10.92412
H 14.00142 7.79830 11.40304
H 12.54017 8.44385 12.00206
C 22.30148 4.69818 18.52671
C 21.10689 4.36109 17.62823
C 21.57771 4.75146 16.23678
O 22.40543 5.81762 16.46632
C 23.06063 5.73819 17.70334
H 22.96369 3.87199 18.82949
H 21.96295 5.04271 19.52662
H 20.34094 5.06706 17.84463
H 20.68900 3.30028 17.69770
H 20.85257 5.09635 15.52766
H 22.07071 3.83105 15.82260
H 22.95741 6.78763 18.11095
H 24.10498 5.48577 17.52278
C 20.18535 8.91774 19.27143
C 19.95193 8.38447 17.83308
C 19.08211 7.23545 18.22902
O 19.63879 6.63710 19.45807
C 20.13311 7.72116 20.24765
H 19.31471 9.54043 19.49240
H 21.04364 9.57170 19.39624
H 20.86693 8.04842 17.41534
H 19.48326 9.12636 17.18670
H 19.00560 6.46328 17.42295
H 18.03264 7.54542 18.38231
H 21.09643 7.47907 20.66843
H 19.35039 7.98384 20.97399
C 17.66204 7.08691 13.52284
C 17.21288 5.87183 12.72429
C 17.30139 4.80411 13.84677
O 18.49496 5.09726 14.57404
C 18.52589 6.55818 14.70846
H 16.74672 7.58749 13.87842
H 18.30527 7.74887 12.89118
H 17.95057 5.58051 11.92273
H 16.18902 6.03752 12.26906
H 17.36642 3.74765 13.56790
H 16.37995 4.98962 14.45312
H 19.55154 6.92775 14.82309
H 17.94396 6.75587 15.61590
C 21.06688 9.95696 12.38656
O 19.75359 10.43822 11.99604
C 19.15712 11.19297 13.00220
C 17.78564 11.56156 12.38861
O 16.99000 12.35048 13.21560
C 17.24635 13.76824 13.11992
H 21.73595 10.64565 12.77479
H 21.52148 9.31317 11.64089
H 20.92983 9.24201 13.21428
H 19.70474 12.09357 13.26325
H 19.14096 10.62004 13.94197
H 17.42476 10.51881 12.30237
H 17.94897 11.98127 11.38412
H 16.70444 14.15896 13.99816
H 16.78281 14.18247 12.20752
H 18.35592 13.93957 13.00583
C 15.19747 2.89272 19.41024
O 15.26643 4.12643 18.66847
C 16.42810 4.94076 18.95928
C 16.23421 5.68447 20.28925
O 15.35912 6.77548 20.19893
C 15.25192 7.40748 21.48401
H 14.55580 2.26214 18.81353
H 14.87200 3.05905 20.48304
H 16.16438 2.43659 19.56564
H 16.45571 5.66241 18.10892
H 17.39178 4.38381 18.97399
H 17.24781 6.00336 20.60139
H 15.91646 5.01104 21.10808
H 16.25979 7.61808 21.88153
H 14.81917 6.69949 22.26368
H 14.62543 8.28162 21.38099
C 19.54682 12.58956 16.36321
O 18.86235 11.37904 16.23064
C 17.41026 11.61234 16.12615
C 16.77888 10.20486 16.05018
O 17.06193 9.39449 17.14599
C 16.37064 9.74238 18.27312
H 19.12495 13.31358 15.66900
H 20.57016 12.40171 15.97217
H 19.48555 13.01042 17.36131
H 17.25450 12.06445 15.20401
H 17.04010 12.29384 17.01996
H 17.23217 9.68056 15.22725
H 15.68549 10.31671 15.85744
H 16.68616 9.11066 19.06288
H 15.26454 9.62363 18.19189
H 16.62560 10.79172 18.59043
C 15.48577 3.72273 9.91679
O 15.74575 5.11251 9.79714
C 16.62018 5.43190 8.75898
C 16.66909 6.91028 8.56565
O 17.03277 7.49214 9.79814
C 17.00087 8.90124 9.66180
H 15.00854 3.46220 10.84200
H 16.43739 3.26451 9.80912
H 14.80384 3.40618 9.11280
H 16.24796 4.97107 7.85618
H 17.57891 4.91239 9.00508
H 15.66192 7.25232 8.30962
H 17.38585 7.25272 7.79554
H 17.57753 9.25335 10.57778
H 15.99178 9.24533 9.52835
H 17.63075 9.27834 8.79219
C 24.15249 7.76681 13.23604
O 23.42216 6.99549 12.38419
C 22.36035 6.38085 13.11271
C 21.28803 5.88663 12.19503
O 20.72388 6.97180 11.56238
C 19.95332 6.69283 10.41168
H 24.40637 7.27756 14.16792
H 23.63825 8.74793 13.43569
H 25.09647 8.07616 12.78681
H 21.97137 7.24108 13.69019
H 22.79644 5.65819 13.81014
H 20.47561 5.40652 12.80797
H 21.67986 5.19026 11.43926
H 20.56226 6.14680 9.60966
H 19.61954 7.68858 9.99025
H 19.08616 6.00370 10.72964

***

Entry 2:
13
Properties=species:S:1:pos:R:3 method="wB97M-V/def2-TZVPD" smiles="OC/C(=N/S)[C@H](F)Cl" total_charge=0 lumo_ev=0.6 multiplicity=1 orbital_gap_ev=9.9
O 2.75327 -0.73978 -0.75760
C 1.79964 -1.28050 0.21298
C 0.47660 -0.58929 0.08640
N -0.57063 -1.32282 0.07670
S -2.22139 -1.26715 0.04836
C 0.56167 0.95253 0.10233
F 0.88014 1.34180 1.38983
Cl -0.76705 1.89046 -0.56159
H 2.69878 -1.17470 -1.61055
H 1.65074 -2.38717 0.13238
H 2.25106 -1.00667 1.16731
H -2.41872 0.04844 0.14860
H 1.41978 1.26200 -0.45922

***

Entry 3:
55
Properties=species:S:1:pos:R:3 method="wB97M-V/def2-TZVPD" total_charge=+3 lumo_ev=-11.9 multiplicity=1 orbital_gap_ev=2.4
Y -3.08574 -0.61560 -2.12903
I -3.08782 0.07446 1.39336
C -2.86386 2.16814 1.07000
I -2.16941 2.65369 -0.88323
H -2.13668 2.53947 1.78546
H -3.83483 2.62947 1.20522
Cl 7.79406 -0.24672 3.60801
C 6.34568 -0.15491 2.68937
C 5.11766 -0.10844 3.33399
C 3.95671 -0.09136 2.58322
C 3.99480 -0.09433 1.19308
C 2.71811 -0.18820 0.39830
C 2.26973 -1.64495 0.31945
N 1.17213 -1.77007 -0.64890
C 1.29359 -2.14081 -1.97080
C 0.06580 -2.01070 -2.52657
N -0.81496 -1.55928 -1.54328
C -0.08794 -1.43113 -0.42566
O 1.63017 0.51935 0.98076
C 1.45530 1.83653 0.44911
C 2.67959 2.68895 0.52707
C 3.19974 3.16675 1.69467
Cl 2.52835 2.97976 3.25830
S 4.63415 4.06400 1.45265
C 4.54487 3.83098 -0.23506
C 3.46530 3.08906 -0.59269
C 5.23852 -0.09314 0.56998
Cl 5.35604 -0.05797 -1.16732
C 6.40999 -0.12513 1.30488
H 5.07966 -0.10955 4.41441
H 2.99440 -0.06952 3.07871
H 2.90170 0.17653 -0.61735
H 1.92275 -1.95751 1.30341
H 3.09434 -2.28185 0.00804
H 2.22557 -2.47673 -2.39465
H -0.23919 -2.21725 -3.53969
H -0.45770 -1.11417 0.53314
H 0.64968 2.27079 1.04780
H 1.13098 1.77040 -0.59952
H 5.28691 4.26056 -0.88895
H 3.22687 2.84403 -1.61919
H 7.36896 -0.14173 0.80576
C -8.62140 -0.25991 -1.61520
Sb -6.57569 -0.84858 -1.62261
C -6.31212 -1.96305 0.18170
C -6.45651 -2.47459 -3.02242
H -9.18053 -1.18557 -1.48524
H -8.85704 0.21085 -2.56555
H -8.79674 0.42743 -0.79266
H -7.21147 -2.56095 0.32715
H -6.17944 -1.31487 1.04449
H -5.44937 -2.62122 0.07009
H -7.45518 -2.87866 -3.18263
H -5.82224 -3.24792 -2.58387
H -6.05627 -2.14484 -3.97956

***

Entry 4:
13
Properties=species:S:1:pos:R:3 method="wB97M-V/def2-TZVPD" smiles="C=C(C)[N+](=O)[O-].Cl" total_charge=0 lumo_ev=-0.5 multiplicity=1 orbital_gap_ev=10.5
C 0.16589 -1.16015 0.63881
C 0.60529 -0.04895 0.06243
C 2.00028 -0.01010 -0.51164
N -0.32907 1.10710 -0.16621
O 0.06161 2.05608 -0.78012
O -1.45561 0.93794 0.18623
H -0.75212 -1.19847 1.07806
H 0.70247 -2.02122 0.69633
H 1.98384 -0.55099 -1.38830
H 2.65134 -0.37547 0.17537
H 2.19035 1.00199 -0.63654
Cl -4.49763 0.23736 0.04607
H -3.32665 0.02489 0.59951

***

Entry 5:
6
Properties=species:S:1:pos:R:3 method="wB97M-V/def2-TZVPD" total_charge=0 lumo_ev=-0.8 multiplicity=1 orbital_gap_ev=9.9
N 0.12287 -1.52300 0.20668
O -0.31796 1.20786 0.33127
S 0.85244 -0.41690 0.84151
Cl 2.49381 0.34286 -0.42634
H -0.51391 -1.72809 -0.59479
H -1.10676 0.71500 0.54149

***

Entry 6:
13
Properties=species:S:1:pos:R:3 method="wB97M-V/def2-TZVPD" smiles="O=C(C=S)CCO" total_charge=0 lumo_ev=-1.5 multiplicity=1 orbital_gap_ev=8.1
O 0.39191 1.91846 -0.72507
C 0.71690 0.89646 -0.14326
C 2.10081 0.37153 -0.15212
S 2.29395 -1.18699 -0.15173
C -0.39135 0.26803 0.70335
C -1.49928 -0.43526 -0.16079
O -1.19440 -1.73676 -0.57224
H 2.93460 1.07903 -0.06031
H -0.90857 1.17000 1.10359
H -0.00022 -0.36756 1.46354
H -1.83735 0.22226 -1.02365
H -2.35139 -0.44255 0.53274
H -0.25562 -1.75664 -0.81404

***

Entry 7:
79
Properties=species:S:1:pos:R:3 method="wB97M-V/def2-TZVPD" total_charge=0 lumo_ev=-0.7 multiplicity=1 orbital_gap_ev=8.3
C 0.45116 0.49632 4.76811
C -0.25734 0.15581 3.36919
C 0.06005 -1.34853 3.07885
N -0.50400 -1.87006 1.81190
C -0.39200 -0.95028 0.70241
C 0.89586 -0.40366 0.18447
C 2.25107 -0.81208 0.84674
C 2.34899 -2.41821 0.87025
C 3.71700 -2.93150 0.26024
O 3.40917 -3.89908 -0.77710
C 3.22594 -5.14739 -0.16681
C 4.47544 -6.07338 -0.00424
O 2.15917 -5.49173 0.25906
C 0.82400 0.51831 -0.97390
C 2.19726 1.10730 -1.47971
C 2.83928 -0.01439 -2.39607
C 4.04188 0.50615 -3.27276
F 4.08275 1.88563 -3.41857
Br 3.83754 -0.34006 -5.05811
C 5.43359 0.08939 -2.60921
F 6.41735 0.79214 -3.28939
F 5.57185 -1.26426 -2.77055
Br 5.59946 0.65301 -0.72996
C -0.45442 0.86837 -1.62551
B -0.45269 1.84080 -2.91771
O -0.92769 1.25245 -4.12056
N 0.00503 3.25381 -2.90611
C -1.13235 4.18053 -3.16026
C 1.04193 3.40988 -3.97200
C -1.71086 0.33082 -1.12303
C -1.65998 -0.57427 0.05509
C -3.02429 -1.12895 0.60214
O -3.17507 -2.22479 1.06529
C -4.22870 -0.12547 0.44906
O -5.18746 -0.10727 1.44895
C -4.69017 0.64982 2.59303
C -5.92065 1.43121 3.17453
C -5.54843 2.46920 4.29266
C -4.27450 0.70156 -0.62708
N -5.34618 1.68946 -0.83597
C -6.19487 1.14709 -1.56083
S -7.62202 0.60067 -2.06981
C -3.11737 0.63715 -1.69019
O -3.40473 0.79322 -2.85077
H 1.50915 0.82380 4.54850
H -0.08542 1.28585 5.34424
H 0.57086 -0.44247 5.38252
H 0.19703 0.86738 2.63128
H -1.34947 0.33196 3.54221
H -0.41620 -1.95159 3.90730
H 1.16822 -1.56284 3.17239
H -0.14472 -2.79626 1.57908
H 2.23465 -0.38123 1.88867
H 3.15170 -0.46486 0.29239
H 2.24949 -2.82782 1.90617
H 1.50031 -2.78016 0.23909
H 4.33320 -2.13320 -0.22298
H 4.34413 -3.35896 1.09235
H 5.34298 -5.70576 -0.60704
H 4.73735 -6.06903 1.09031
H 4.21423 -7.11810 -0.29616
H 2.08423 2.09761 -1.97983
H 2.79114 1.29914 -0.54368
H 3.17516 -0.84885 -1.71550
H 2.05123 -0.47009 -3.05419
H -1.57614 1.85548 -4.53069
H -1.90399 4.11553 -2.34915
H -0.70854 5.22489 -3.12512
H -1.58863 4.02767 -4.17811
H 1.54334 2.44628 -4.24051
H 0.61094 3.84925 -4.92096
H 1.85260 4.10173 -3.60409
H -4.19715 -0.02320 3.35328
H -3.87371 1.35780 2.25942
H -6.62154 0.66676 3.59935
H -6.36924 1.99403 2.31181
H -4.68798 3.13820 4.04487
H -6.45338 3.12128 4.46224
H -5.34583 1.99503 5.29477

***

Entry 8:
52
Properties=species:S:1:pos:R:3 method="wB97M-V/def2-TZVPD" total_charge=-1 lumo_ev=2.8 multiplicity=1 orbital_gap_ev=6.9
Ca 0.52756 -0.19085 -0.45531
Br 1.02541 0.88700 -3.44160
C -0.73128 1.58559 -3.67919
C -1.08359 1.91830 -4.94973
C -2.37153 2.46351 -5.18194
C -3.22849 2.65923 -4.14148
C -2.85241 2.31570 -2.81415
C -3.73374 2.53966 -1.72245
C -3.34716 2.21273 -0.45805
C -2.07187 1.62588 -0.23145
C -1.15809 1.36281 -1.22980
C -1.58239 1.74690 -2.54252
H -0.38817 1.77224 -5.76475
H -2.66276 2.72764 -6.19171
H -4.21241 3.08418 -4.31058
H -4.70655 2.98013 -1.91553
H -4.01694 2.39893 0.37544
H -1.83504 1.38107 0.80631
C 2.07146 3.97219 3.52185
C 1.48381 3.89599 2.26191
C 1.37678 2.68642 1.59645
C 1.85331 1.48957 2.16111
C 2.44796 1.57940 3.43167
C 2.54956 2.79830 4.09205
N 1.77746 0.32945 1.39747
C 1.75508 -0.91753 2.02250
C 1.06304 -1.19807 3.22308
C 0.93952 -2.48914 3.69447
C 1.48880 -3.57181 3.00029
C 2.17658 -3.31772 1.82860
C 2.32319 -2.01547 1.35180
H 2.15537 4.91965 4.03902
H 1.09578 4.78922 1.78529
H 0.89991 2.65771 0.62129
H 2.84611 0.68494 3.89303
H 3.02321 2.82764 5.06765
H 0.59363 -0.38184 3.75676
H 0.38547 -2.66308 4.61021
H 1.38320 -4.58241 3.37430
H 2.62815 -4.13112 1.27085
H 2.89684 -1.83520 0.44947
O -0.91579 -1.80135 0.27312
C -0.47851 -2.61401 -0.56977
C -0.93668 -4.04593 -0.66191
C -0.18147 -4.55618 -1.88081
C 0.73817 -3.39795 -2.26381
O 1.58461 -3.47181 -3.12724
N 0.48695 -2.28391 -1.46992
H -2.02317 -4.07854 -0.73247
H -0.65394 -4.53909 0.26972
H -0.82779 -4.76357 -2.73418
H 0.42283 -5.44543 -1.70533